Formula: C30H36N4O7
Source: OMol25
Level of theory: ωB97M-V/def2-TZVPD

```
77
Properties=species:S:1:pos:R:3:forces:R:3
C 5.839807 0.580648 0.908448 0.0 0.3 0.0
H 5.103163 -0.217193 0.857395 -0.1 -0.1 0.0
C 5.165242 1.945893 0.829046 -0.1 -0.2 -0.1
H 4.619416 2.136610 1.753841 0.0 0.1 0.0
H 5.928185 2.719458 0.725777 0.0 0.1 0.0
C 4.162344 2.088036 -0.330740 0.1 0.4 0.2
N 3.002566 1.228738 -0.095256 0.4 -0.1 -0.4
C 2.125736 1.370517 0.904136 -0.5 -0.4 0.0
O 2.225639 2.144037 1.837539 0.0 0.2 0.3
C 0.883500 0.454222 0.778525 0.3 0.0 0.2
N 0.071397 0.890030 -0.366662 0.0 -0.1 0.4
C 0.410590 0.572424 -1.632457 -0.1 0.2 -0.5
O 1.406614 -0.088102 -1.900049 0.1 -0.1 -0.2
C -0.503236 1.043439 -2.753628 0.0 -0.1 -0.1
C -1.215434 -0.161935 -3.384615 0.0 0.2 0.1
C -2.326850 -0.617711 -2.457505 0.2 -0.1 -0.4
O -3.221829 0.115380 -2.102546 -0.2 0.1 0.0
N -2.211893 -1.914672 -2.046075 0.2 -0.5 -0.1
C -3.018169 -2.536136 -1.114194 -0.6 -0.5 0.7
N -2.811593 -3.797996 -0.811624 0.9 0.3 -0.9
O -3.717366 -4.123864 0.143209 -0.6 0.1 0.6
C -4.476824 -3.052655 0.426838 0.3 0.6 -0.4
C -4.082739 -1.998671 -0.345871 -0.1 -0.4 0.3
H -4.461058 -1.001039 -0.371979 -0.1 0.2 0.1
C -5.538720 -3.185092 1.452251 0.1 -0.2 -0.1
H -6.429431 -3.636630 1.016024 -0.1 0.0 0.0
H -5.194777 -3.826014 2.260551 0.0 0.0 0.1
H -5.794707 -2.203875 1.840630 0.0 0.0 0.0
H -1.455545 -2.491016 -2.388792 0.0 0.2 0.0
H -0.494669 -0.956258 -3.579911 0.0 0.0 -0.1
H -1.671517 0.149576 -4.326446 0.0 -0.1 0.0
H -1.248201 1.758224 -2.410870 0.1 0.0 -0.2
H 0.134513 1.511329 -3.506250 0.0 0.0 0.1
C -1.070948 1.671480 -0.037673 -0.5 0.4 0.1
C -2.170309 1.057088 0.539786 0.0 0.3 0.0
C -3.304359 1.794864 0.842032 0.1 0.2 -0.1
C -3.317048 3.173903 0.605594 0.1 -0.1 0.1
C -2.201814 3.782805 0.043633 -0.2 -0.1 0.0
C -1.085393 3.039970 -0.281485 0.0 -0.1 0.1
H -0.220958 3.515542 -0.717967 0.1 0.0 0.0
H -2.234282 4.846265 -0.128660 0.0 0.1 0.0
O -4.395263 3.956383 0.918095 0.3 0.1 -0.3
C -5.339083 3.312852 1.745333 -0.3 -0.5 0.2
C -5.581573 1.885638 1.257568 -0.3 0.5 0.0
H -5.922455 1.912237 0.213799 0.0 0.0 0.1
O -4.390401 1.134903 1.352374 0.3 -0.1 0.0
H -6.321443 1.375323 1.875922 0.0 0.1 -0.1
H -4.969987 3.282659 2.779849 -0.1 0.0 -0.1
H -6.250676 3.910315 1.698577 0.1 -0.1 0.0
H -2.177788 -0.001072 0.745723 0.0 -0.2 0.0
C 1.202992 -1.021154 0.745922 0.1 -0.2 0.2
C 2.392308 -1.514458 1.255973 -0.3 0.2 0.0
C 2.664202 -2.872675 1.254784 0.1 -0.4 0.0
C 1.734157 -3.770312 0.743639 0.0 0.2 0.0
C 0.519904 -3.282124 0.257636 0.1 -0.2 0.0
C 0.264324 -1.929687 0.269152 0.1 0.0 0.1
H -0.682983 -1.568529 -0.098341 -0.1 0.0 -0.1
H -0.213082 -3.981553 -0.114298 -0.1 -0.1 0.0
O 1.900717 -5.119925 0.683399 -0.3 0.1 -0.1
C 3.101597 -5.671524 1.163825 0.2 -0.1 0.1
H 3.014006 -6.746127 1.011216 0.1 0.1 0.0
H 3.967645 -5.297231 0.608042 0.0 0.0 0.0
H 3.239823 -5.468903 2.231033 0.0 0.0 0.0
H 3.604521 -3.214134 1.658345 0.1 -0.1 0.0
H 3.116263 -0.834233 1.677886 0.1 0.0 0.0
H 0.277630 0.659741 1.670315 0.2 0.1 -0.2
H 2.766402 0.559310 -0.822639 -0.1 0.0 0.2
C 3.695426 3.546487 -0.418731 0.1 -0.2 0.1
H 3.255064 3.851225 0.526433 0.0 0.1 0.0
H 2.948886 3.653436 -1.203677 -0.1 0.0 -0.1
H 4.534752 4.198615 -0.644432 0.1 0.1 -0.1
C 4.768573 1.661695 -1.666220 -0.2 0.0 0.2
H 5.683428 2.216784 -1.856521 0.1 0.1 0.0
H 4.067555 1.860098 -2.474142 -0.1 0.0 -0.1
H 4.994689 0.599192 -1.666840 0.1 -0.1 0.0
H 6.551929 0.444995 0.098082 0.1 -0.1 -0.1
H 6.378877 0.490157 1.848901 0.1 -0.1 0.1
```
Forces are in eV/Å.

Values from the calculation:
SMILES	CCC(C)(C)NC(=O)[C@H](c1ccc(OC)cc1)N(C(=O)CCC(=O)Nc1cc(C)on1)c1ccc2c(c1)OCCO2
E	-1910.50721	Ha
orbital gap	8.8420	eV
HOMO	-8.19	eV
lowest unoccupied orbital energy	0.7	eV
relative energy (zero: lowest compared OMol25 entry of this formula, charge and spin)	193.2	kJ/mol
spin multiplicity	1

Formula: C30H37AlF40O9PSi
Source: OMol25
Level of theory: ωB97M-V/def2-TZVPD

```
119
Properties=species:S:1:pos:R:3:forces:R:3
C 3.969800 -1.980119 -2.003378 -0.1 0.0 -0.1
Si 4.214323 -0.314667 -2.791014 0.1 0.0 0.1
C 5.183735 0.850772 -1.689682 -0.2 0.0 0.0
C 5.132291 -0.506833 -4.415093 0.1 0.0 -0.2
O 2.666773 0.210214 -2.968788 0.1 0.1 -0.2
C 2.253979 1.239052 -3.869786 -0.3 0.1 -0.2
C 1.125176 2.061915 -3.259450 0.2 -0.1 0.1
Al -0.418817 1.085517 -2.370355 -0.2 0.5 -0.1
P -0.069187 -1.287051 -2.083517 0.3 -0.1 0.5
O 0.804675 -1.628635 -0.910746 0.1 -0.2 -0.2
O 0.508912 -2.042436 -3.418161 -0.1 -0.1 0.0
O -1.486814 -2.111014 -2.021504 0.0 0.2 -0.1
H 3.125156 -1.843517 -1.320906 0.1 0.0 0.1
H 4.855037 -2.373493 -1.492054 -0.2 0.0 -0.1
H 3.609238 -2.692707 -2.755806 0.3 -0.1 0.1
H 6.263128 0.698944 -1.788204 -0.1 0.1 0.1
H 4.882300 0.694097 -0.646464 0.1 0.0 -0.1
H 4.940640 1.891751 -1.940296 0.1 -0.1 0.0
H 5.293047 0.445025 -4.934639 0.0 -0.1 0.1
H 4.615528 -1.194601 -5.095808 0.0 0.1 0.1
H 6.120681 -0.937871 -4.201481 -0.1 0.1 0.0
H 3.117454 1.870322 -4.151300 0.0 -0.1 0.1
H 1.918959 0.747245 -4.796813 0.0 0.1 0.1
H 0.739114 2.736398 -4.038582 0.0 -0.1 0.1
H 1.547558 2.706572 -2.471894 0.0 -0.1 -0.1
H -0.656212 1.610969 -0.854669 0.0 0.0 0.0
H -1.803598 1.271971 -3.202032 0.1 -0.1 -0.1
H 1.451284 -2.158583 -3.256995 0.1 0.1 -0.1
H -2.152323 -1.510015 -1.668167 -0.2 0.0 0.0
C 1.743359 -4.574360 1.787006 -0.4 -0.1 -0.3
C 2.114761 -3.181450 2.304469 -0.1 0.2 0.0
C 3.201134 -2.434415 1.530685 -0.3 0.2 -0.2
F 4.381518 -3.094536 1.604621 0.1 -0.1 0.1
F 3.369210 -1.214567 2.088662 0.1 0.0 0.0
F 2.411889 -3.224531 3.624083 0.1 -0.1 0.0
F 0.989591 -2.431262 2.153010 0.1 -0.1 0.1
O 2.331497 -5.686345 2.453041 0.3 0.2 0.3
C 3.517150 -6.235891 2.073886 -0.3 0.0 0.1
C 4.547439 -6.205739 3.215073 -0.1 0.0 0.0
F 4.794939 -4.944744 3.603743 0.0 0.0 0.0
F 5.703856 -6.754620 2.769830 0.0 0.0 0.0
F 4.007860 -5.720632 0.943447 0.0 0.0 0.0
F 3.279953 -7.564219 1.842813 0.1 -0.1 -0.2
H 0.679940 -4.668559 2.000947 0.0 0.0 0.0
H 1.869592 -4.630885 0.705324 0.1 0.1 0.0
H 2.903273 -2.327026 0.486346 -0.1 0.1 0.1
H 4.171006 -6.784574 4.061292 0.0 0.0 0.0
C -7.143951 0.977842 -0.385855 -0.3 0.2 0.3
C -5.861666 0.138238 -0.394787 0.0 0.0 0.0
C -4.558694 0.852558 -0.769054 0.0 0.1 0.1
F -4.639034 1.326068 -2.023503 0.0 0.0 -0.1
F -3.545580 -0.030802 -0.687685 0.0 -0.1 -0.1
F -6.027385 -0.965184 -1.148803 0.0 0.0 0.0
F -5.688668 -0.259485 0.905197 0.0 0.0 0.0
O -7.968324 0.896097 -1.536046 0.3 -0.3 -0.3
C -7.831546 1.736661 -2.593438 -0.2 0.2 0.2
C -7.570855 0.983101 -3.907190 -0.1 0.0 0.1
F -6.449200 0.255007 -3.817733 0.0 0.0 0.0
F -7.425229 1.893829 -4.898484 0.0 0.0 0.0
F -6.918984 2.698105 -2.390866 0.1 0.0 0.0
F -9.030945 2.372945 -2.762306 0.0 0.1 -0.1
H -7.751253 0.543666 0.406897 0.0 0.0 0.0
H -6.932499 2.012839 -0.113959 0.1 0.0 -0.1
H -4.361468 1.673308 -0.074315 0.0 0.0 0.0
H -8.418663 0.333731 -4.134018 0.0 0.0 0.0
C -8.267435 6.756406 -0.460581 0.4 0.2 -0.3
C -8.713978 5.353925 -0.034358 -0.1 0.0 0.1
C -9.860375 4.702819 -0.814917 0.1 0.0 0.0
F -10.994407 5.423888 -0.683300 0.0 0.0 0.0
F -10.077573 3.475996 -0.293597 0.0 0.0 0.0
F -8.982873 5.322563 1.286043 0.0 0.0 0.0
F -7.635621 4.541987 -0.263138 0.0 0.0 0.0
O -8.779235 7.843117 0.287464 -0.3 -0.3 0.3
C -9.934193 8.483690 -0.043160 0.1 0.2 -0.1
C -10.968566 8.423906 1.092992 0.1 0.0 0.0
F -11.264566 7.148297 1.400109 0.0 0.0 0.0
F -12.099771 9.039623 0.679351 0.0 0.0 0.0
F -10.456242 8.050259 -1.202012 0.0 0.0 0.0
F -9.641934 9.801327 -0.202530 0.0 0.0 -0.1
H -7.196944 6.773264 -0.260673 0.0 0.0 0.0
H -8.406761 6.898777 -1.532804 -0.1 -0.1 0.0
H -9.608858 4.605808 -1.872919 0.0 0.0 0.0
H -10.576736 8.933740 1.974700 0.0 0.0 0.0
C 1.092005 -8.356896 3.945626 0.3 0.2 -0.5
C 0.171122 -9.541114 4.249918 0.0 0.0 0.2
C -1.332187 -9.263851 4.356586 0.1 0.0 -0.1
F -1.592255 -8.418766 5.373180 0.0 0.0 0.0
F -1.970447 -10.429995 4.603177 0.0 0.0 0.0
F 0.592752 -10.207183 5.344230 0.0 0.0 0.0
F 0.287333 -10.381063 3.175499 0.0 0.0 0.0
O 1.765057 -7.756923 5.037904 -0.2 -0.4 0.4
C 1.240500 -6.711829 5.741453 0.1 0.2 -0.1
C 1.061562 -7.056541 7.229121 0.1 0.0 0.0
F 0.250905 -8.122191 7.375931 0.0 0.0 0.0
F 0.497031 -6.000403 7.855256 0.0 0.0 0.0
F 0.099041 -6.250063 5.208409 0.0 0.0 0.0
F 2.145375 -5.702998 5.705660 -0.1 0.0 0.0
H 1.895681 -8.778782 3.345178 -0.1 0.0 0.0
H 0.590394 -7.613959 3.324506 -0.1 0.0 0.1
H -1.711381 -8.841533 3.423020 0.0 0.0 0.0
H 2.033352 -7.270451 7.677300 0.0 0.0 0.0
C 10.114664 4.911489 -1.035622 0.4 0.2 0.0
C 9.402878 3.589347 -1.343505 -0.1 0.0 0.0
C 8.596033 3.502113 -2.644013 0.1 0.0 0.0
F 7.591069 4.399231 -2.642125 0.0 0.0 0.0
F 8.070822 2.265659 -2.738819 0.0 0.0 -0.1
F 8.646504 3.206801 -0.301230 0.0 0.0 0.0
F 10.407723 2.669992 -1.502885 0.0 0.0 0.0
O 9.463098 5.794499 -0.144108 -0.4 -0.3 0.1
C 8.600765 6.761965 -0.568690 0.1 0.2 0.0
C 7.194493 6.585415 0.027850 0.1 0.0 0.0
F 6.688264 5.388673 -0.309372 0.0 0.0 0.0
F 6.395083 7.553831 -0.473456 0.0 0.0 0.0
F 8.555114 6.860526 -1.907708 0.0 0.0 0.0
F 9.060060 7.950499 -0.095368 0.0 0.0 -0.1
H 11.018580 4.613861 -0.505738 0.0 0.0 0.0
H 10.417465 5.413019 -1.955675 -0.1 0.0 0.0
H 9.241530 3.684025 -3.507572 0.0 0.0 0.0
H 7.240226 6.674808 1.114664 0.0 0.0 0.0
```
Forces are in eV/Å.

Values from the calculation:
charge	-1
E	-6710.70360	Ha
orbital gap	7.1883	eV
HOMO	-5.36	eV
lowest unoccupied orbital energy	1.8	eV
spin multiplicity	1

Formula: C30H37BFeO3S
Source: OMol25
Level of theory: ωB97M-V/def2-TZVPD

```
73
Properties=species:S:1:pos:R:3:forces:R:3
C 1.069505 1.706048 -5.698569 -0.6 0.0 0.6
O -0.121603 1.495184 -4.904655 0.4 -0.4 -0.2
C -0.132944 0.497710 -3.966774 0.0 -0.3 0.3
C -1.405456 0.005945 -3.577162 0.8 0.8 -0.7
C -1.477883 -1.020162 -2.668813 0.3 -0.9 0.3
C -0.312233 -1.620181 -2.133447 0.0 1.8 -0.4
B 0.132973 -0.105371 1.693853 -1.1 -0.8 -2.4
C -0.333510 -2.947191 -1.582968 0.7 -2.1 1.2
C 0.783492 -3.729195 -1.289176 -0.8 0.6 -0.1
C 0.501514 -5.079795 -0.978985 -1.2 -0.3 0.0
C -0.849781 -5.382619 -1.045445 1.4 0.8 0.0
C -1.424556 -6.749155 -0.954544 -0.4 -0.1 0.3
S -1.775473 -3.959215 -1.395263 0.9 0.3 -0.3
O 1.398498 -0.180954 2.175324 -0.5 -0.4 0.5
C 1.457664 -1.408750 2.982770 0.3 -0.3 0.1
C 2.483393 -2.356400 2.345677 0.1 -0.2 -0.2
C 1.973840 -0.975446 4.349281 -0.2 -0.1 0.3
C -0.034650 -1.979698 2.985801 -0.4 0.2 0.3
C -0.233370 -3.467325 2.735625 0.4 -0.4 -0.2
C -0.819720 -1.695630 4.268042 -0.1 0.3 0.4
O -0.669566 -1.225975 1.941991 0.9 0.5 0.3
C 0.923754 -0.938258 -2.336209 -0.5 -1.1 -0.1
C 1.033410 0.010690 -3.335911 -0.5 0.7 -0.4
H 0.683717 2.125735 -6.628121 0.3 0.0 0.0
H 1.733058 2.425405 -5.199116 -0.1 -0.2 -0.1
H 1.616077 0.770346 -5.880382 -0.3 0.2 0.0
H -2.299281 0.407268 -4.065934 0.4 -0.1 0.3
H -2.457604 -1.427595 -2.400068 0.3 0.0 -0.2
H 1.793681 -3.349991 -1.328624 0.0 0.1 -0.1
H 1.247038 -5.835737 -0.729654 -0.2 0.2 -0.2
H -0.611931 -7.470887 -1.091670 -0.3 0.1 0.1
H -1.909276 -6.919328 0.017205 0.1 -0.1 -0.2
H -2.172090 -6.904779 -1.737194 0.1 -0.1 0.1
H 2.597206 -3.289119 2.927810 -0.2 0.4 -0.2
H 2.229229 -2.632167 1.308702 -0.1 0.2 0.4
H 3.471868 -1.876489 2.338370 -0.3 0.0 -0.1
H 1.929825 -1.818951 5.055977 0.0 0.3 -0.1
H 3.016427 -0.648615 4.264395 -0.2 -0.1 0.0
H 1.385532 -0.136695 4.749467 0.2 -0.3 -0.1
H 0.277045 -4.064898 3.505410 0.0 0.2 -0.2
H -1.299414 -3.722866 2.805784 0.2 0.2 -0.1
H 0.123004 -3.782423 1.753552 0.0 0.0 0.0
H -0.467113 -2.348417 5.075761 0.0 0.2 0.0
H -0.751549 -0.646969 4.589392 0.0 -0.3 -0.1
H -1.886075 -1.928961 4.111043 0.4 0.1 -0.1
H 1.824148 -1.253804 -1.786504 -0.5 0.1 -0.5
H 2.020843 0.367587 -3.649323 -0.5 0.1 0.4
C -1.561782 1.559182 1.866392 -0.7 0.1 0.4
C -0.657586 0.944217 0.762972 0.6 2.0 0.6
C 0.042407 2.128624 0.052594 1.1 -1.4 -0.6
C -0.221397 2.538958 -1.302388 1.8 -2.4 -0.8
C 0.793473 3.495969 -1.726046 1.0 -1.7 -0.3
C 1.612300 3.793391 -0.559353 1.1 -1.5 -0.7
C 1.090993 2.991803 0.556138 1.3 -1.8 -0.9
Fe -0.274387 4.204441 -0.225905 1.3 -0.5 1.6
C -1.108846 5.230492 1.225766 -1.3 1.3 0.3
C -2.087053 4.602715 0.344490 -1.3 2.0 -0.1
C -1.853476 5.102625 -1.001461 -1.5 2.4 0.6
C -0.747776 6.041522 -0.942546 -2.0 1.6 0.4
C -0.285727 6.111967 0.419764 -1.4 1.5 0.1
H -2.156156 0.792560 2.369152 0.0 0.0 0.0
H -0.950961 2.042564 2.646931 -0.1 0.0 -0.3
H -2.262717 2.318845 1.497620 0.3 -0.3 0.0
H -1.259772 0.445501 -0.007227 0.1 -0.2 0.4
H -0.962076 2.079811 -1.952015 0.2 0.2 0.2
H 0.937184 3.853671 -2.750626 -0.2 0.0 0.6
H 2.510773 4.422262 -0.556449 -0.7 -0.2 0.1
H 1.510356 2.937645 1.550158 0.0 0.1 -0.1
H -1.067319 5.130789 2.309903 0.1 -0.1 -0.5
H -2.888982 3.940235 0.639999 0.2 0.1 -0.1
H -2.458420 4.876892 -1.876485 0.3 -0.1 0.2
H -0.415658 6.676682 -1.762181 0.1 -0.5 0.2
H 0.460946 6.804730 0.804081 -0.1 -0.4 -0.2
```
Forces are in eV/Å.

Values from the calculation:
E	-3077.72162	Ha
<S²>	6.029
orbital gap (alpha / beta)	5.9762 / 7.6860	eV
HOMO (alpha / beta)	-5.49 / -7.26	eV
lowest unoccupied orbital energy (alpha / beta)	0.5 / 0.4	eV
relative energy (zero: lowest compared OMol25 entry of this formula, charge and spin)	0.0	kJ/mol
spin multiplicity	5